A structure of composition C33H28MnN6 in a non-equilibrium geometry, computed with the ωB97M-V functional and the def2-TZVPD basis.

The geometry in XYZ format:
```
68
Properties=species:S:1:pos:R:3:forces:R:3
Mn -0.7260 0.2353 -0.3902 2.475 -0.663 -0.691
C 4.2660 1.9076 -4.4741 -0.064 0.048 0.035
C 3.4215 1.1198 -3.5057 -0.119 0.080 0.007
C 3.7164 -0.2071 -3.2510 -0.001 -0.252 -0.059
C 2.9054 -0.9346 -2.3443 -0.095 -0.072 -0.026
C 1.8612 -0.3820 -1.6528 0.164 -0.321 0.153
N 0.9006 -0.9812 -0.7704 -0.936 0.376 -0.058
C 1.0676 -2.2119 -0.2192 0.337 0.084 0.026
C 2.3248 -2.8492 -0.0619 -0.033 -0.117 0.108
C 2.4501 -4.1312 0.4288 -0.003 0.063 -0.024
C 1.3442 -4.8841 0.8297 0.003 -0.121 -0.008
C 1.4836 -6.2983 1.3391 0.018 0.145 0.011
C 0.1200 -4.2464 0.7869 -0.089 -0.030 0.046
C -0.0170 -2.9533 0.2924 0.156 -0.018 -0.079
N -1.3121 -2.3564 0.3713 0.188 -0.087 0.090
C -2.4867 -2.9857 0.2677 -0.207 -0.093 -0.116
C -3.4628 -2.1693 0.8032 -0.081 0.026 0.093
C -2.7709 -1.0352 1.2145 0.064 -0.096 0.299
N -1.4603 -1.1397 0.9574 -0.742 0.188 -0.113
C 1.5153 1.0373 -1.9007 0.611 -0.131 -0.348
C 2.3350 1.7210 -2.8966 -0.028 0.199 0.244
N 1.5610 1.8060 -0.5643 -0.328 0.313 0.188
C 2.5228 2.6145 -0.1195 0.043 0.056 0.116
C 2.1738 3.0085 1.1633 0.010 0.001 0.011
C 0.9640 2.3627 1.4163 -0.060 -0.068 0.057
N 0.6084 1.6314 0.3604 -0.490 -0.045 -0.195
H 4.7727 1.2430 -5.1755 -0.007 0.019 0.006
H 5.0339 2.4800 -3.9461 -0.024 0.008 -0.020
H 3.6567 2.6146 -5.0436 0.030 -0.028 0.015
H 4.5452 -0.6901 -3.7549 -0.045 -0.033 0.079
H 3.1055 -1.9897 -2.2286 0.034 -0.026 -0.037
H 3.2111 -2.2890 -0.3088 0.030 -0.016 0.001
H 3.4425 -4.5627 0.5189 -0.021 0.026 -0.024
H 2.2015 -6.8604 0.7397 -0.026 -0.001 0.007
H 0.5286 -6.8242 1.3016 0.023 0.002 0.004
H 1.8343 -6.3202 2.3746 -0.003 -0.005 -0.021
H -0.7587 -4.7582 1.1687 0.027 0.051 -0.012
H -2.5528 -3.9593 -0.1884 0.050 -0.010 0.086
H -4.5186 -2.3647 0.8779 0.040 -0.012 -0.025
H -3.1434 -0.1526 1.7126 0.000 0.051 -0.149
H 2.0515 2.7463 -3.1269 0.082 -0.076 -0.053
H 3.3740 2.8457 -0.7367 -0.027 -0.046 -0.038
H 2.7198 3.6651 1.8186 -0.008 -0.028 -0.027
H 0.3436 2.3828 2.2997 0.039 -0.022 -0.040
N 0.0422 0.9487 -2.0956 -0.520 0.746 1.131
C -0.6044 0.9794 -3.1768 -0.328 0.038 -0.646
C -0.0865 1.2354 -4.5466 -0.031 -0.114 -0.074
C 0.8795 0.4051 -5.1093 -0.073 -0.128 0.022
C 1.3143 0.6363 -6.4033 -0.048 0.011 -0.049
C 0.7966 1.6979 -7.1376 -0.014 0.017 0.062
C -0.1773 2.5169 -6.5820 0.026 -0.016 -0.012
C -0.6321 2.2740 -5.2929 -0.016 0.005 -0.003
C -2.0414 0.6118 -3.0198 0.295 -0.101 -0.232
C -2.6735 0.8380 -1.8009 -0.534 0.347 0.077
C -3.9757 0.3982 -1.5958 -0.079 -0.034 0.143
C -4.6316 -0.3266 -2.5777 0.004 0.018 0.043
C -3.9976 -0.5668 -3.7881 0.101 0.024 -0.065
C -2.7140 -0.0879 -4.0132 -0.056 -0.119 -0.100
H 1.2964 -0.4103 -4.5270 0.040 0.081 -0.020
H 2.0695 -0.0082 -6.8345 0.007 0.011 0.017
H 1.1508 1.8854 -8.1434 -0.006 -0.007 0.005
H -0.5856 3.3427 -7.1511 0.005 -0.020 0.006
H -1.4025 2.9034 -4.8590 0.044 -0.009 -0.017
H -2.2556 1.5877 -1.1185 0.177 -0.086 0.192
H -4.4826 0.6362 -0.6694 0.010 -0.021 -0.006
H -5.6383 -0.6863 -2.4093 0.010 0.014 0.009
H -4.5057 -1.1280 -4.5627 0.025 0.022 0.011
H -2.2123 -0.2752 -4.9539 -0.027 0.002 -0.012
```
Forces are in eV/Å.

Spin multiplicity   2
Total charge   0
HOMO energy (alpha / beta)   -5.0010 / -5.0544 eV